1.
Density functional theory data (the ωB97M-V functional and the def2-TZVPD basis) for a molecular structure, C4H4Li2O12.

The energy above the lowest of the compared OMol25 structures with the same formula, charge and spin comes out at 123.3 kcal per mole. The total energy is -29196.0004 eV. As for the total charge: -2. For the strongest force on any atom, the calculation gives 5.19 eV/Å. The calculation puts the frontier orbital gap at 0.19490 Eh.

Cartesian coordinates (Å):
Li  0.341  -0.169  -0.143
Li  -1.538  0.045  3.184
O  -2.913  4.425  0.301
C  -2.442  3.166  0.536
O  -1.774  2.565  -0.308
O  -2.722  2.605  1.620
H  -3.427  4.401  1.112
O  4.281  0.846  3.136
C  3.212  0.590  2.319
O  2.041  0.581  2.811
O  3.370  0.424  1.123
H  4.865  0.774  2.378
O  0.414  0.595  -4.341
C  0.523  -0.702  -4.248
O  1.140  -1.289  -5.170
O  0.236  -1.105  -3.141
H  0.005  0.760  -3.489
O  -0.820  -4.243  -0.359
C  -1.252  -3.778  0.816
O  -1.891  -4.437  1.673
O  -1.158  -2.559  1.054
H  -0.491  -3.494  -0.862

=====

2.
Density functional theory data (the ωB97M-V functional and the def2-TZVPD basis) for 2 unconnected molecules or ions with the total composition C29H33OSi.

The energy above the lowest of the compared OMol25 structures with the same formula, charge and spin comes out at 12.7 kcal per mole. The total energy is -40527.5239 eV. As for the total charge: +1. For the strongest force on any atom, the calculation gives 4.83 eV/Å. The calculation puts the frontier orbital gap at 0.18125 Eh.

Cartesian coordinates (Å):
C  0.598  2.372  -4.455
Si  0.155  1.511  -2.866
C  0.281  2.693  -1.431
C  -1.451  0.587  -3.024
O  1.338  0.322  -2.666
C  1.659  -0.515  -1.655
C  1.150  -0.457  -0.386
C  2.028  -0.932  0.712
C  3.466  -0.384  0.721
C  4.440  -1.074  -0.232
C  4.139  -0.885  -1.716
C  2.768  -1.448  -2.079
H  -0.247  2.995  -4.775
H  1.468  3.024  -4.319
H  0.828  1.664  -5.260
H  -0.611  3.333  -1.401
H  0.370  2.194  -0.457
H  1.168  3.328  -1.560
H  -2.289  1.241  -2.762
H  -1.594  0.243  -4.056
H  -1.491  -0.295  -2.374
H  0.150  -0.023  -0.170
H  1.586  -0.661  1.673
H  2.038  -2.038  0.700
H  3.423  0.690  0.507
H  3.849  -0.496  1.748
H  5.442  -0.684  -0.020
H  4.459  -2.151  -0.015
H  4.195  0.180  -1.984
H  4.898  -1.411  -2.307
H  2.637  -2.414  -1.584
H  2.699  -1.585  -3.163
C  -0.936  -0.369  1.150
C  -0.614  -1.443  2.110
C  -0.329  -2.739  1.636
C  0.032  -3.754  2.521
C  0.094  -3.494  3.896
C  -0.206  -2.217  4.379
C  -0.593  -1.208  3.498
C  -1.041  1.038  1.617
C  -2.116  1.665  0.930
C  -2.496  2.976  1.183
C  -1.775  3.699  2.136
C  -0.719  3.092  2.835
C  -0.337  1.763  2.580
C  -2.799  0.661  0.128
C  -2.140  -0.589  0.316
C  -2.726  -1.750  -0.182
C  -3.893  -1.637  -0.950
C  -4.514  -0.392  -1.155
C  -3.984  0.766  -0.583
H  -0.356  -2.927  0.560
H  0.249  -4.747  2.126
H  0.360  -4.295  4.586
H  -0.172  -2.006  5.449
H  -0.892  -0.236  3.887
H  -3.358  3.381  0.654
H  -2.057  4.726  2.357
H  -0.199  3.654  3.611
H  0.488  1.303  3.121
H  -2.291  -2.722  0.035
H  -4.338  -2.536  -1.376
H  -5.425  -0.330  -1.748
H  -4.466  1.742  -0.652

=====

3.
Density functional theory data (the ωB97M-V functional and the def2-TZVPD basis) for C6H12N4O in the gas phase.

As for the spin multiplicity: 3. The energy above the lowest of the compared OMol25 structures with the same formula, charge and spin comes out at 0.0 kcal per mole. The total energy is -14416.9042 eV. For the strongest force on any atom, the calculation gives 6.91 eV/Å. The calculation puts the frontier orbital gap (alpha / beta) at 0.16151 / 0.25603 Eh.

Cartesian coordinates (Å):
C  -0.192  0.690  1.014
C  1.854  -0.080  -0.134
C  -1.499  1.103  1.486
C  3.400  1.379  1.028
C  -1.191  -2.107  -0.487
C  -0.525  -0.438  -2.133
N  0.881  1.327  1.409
N  0.049  -0.183  0.050
N  1.969  0.914  0.725
N  -0.941  -0.691  -0.821
O  2.379  -0.846  -0.878
H  -2.113  0.818  0.582
H  -1.570  2.170  1.496
H  -1.820  0.566  2.379
H  4.048  0.600  1.222
H  3.659  1.935  0.163
H  3.372  2.103  1.819
H  -0.349  -2.694  -0.974
H  -1.204  -2.459  0.532
H  -2.111  -2.522  -0.940
H  0.575  -0.601  -2.234
H  -1.157  -1.118  -2.705
H  -0.816  0.597  -2.453

=====

4.
Density functional theory data (the ωB97M-V functional and the def2-TZVPD basis) for C5H11N3O in the gas phase.

The energy above the lowest of the compared OMol25 structures with the same formula, charge and spin comes out at 54.9 kcal per mole. The total energy is -11879.3923 eV. The SMILES is CC(=O)[C@@H](N)/N=C(\C)N. For the strongest force on any atom, the calculation gives 5.69 eV/Å. The calculation puts the frontier orbital gap at 0.30704 Eh.

Cartesian coordinates (Å):
C  -1.915  0.578  -1.267
C  -0.876  0.913  -0.248
O  -1.000  1.499  0.798
C  0.838  0.950  -0.857
N  1.657  1.633  0.087
N  0.666  -0.424  -0.778
C  0.316  -1.100  0.290
C  0.704  -0.828  1.717
N  -0.242  -2.357  0.057
H  -2.690  -0.036  -0.801
H  -2.342  1.513  -1.633
H  -1.486  0.038  -2.104
H  0.951  1.270  -1.892
H  2.033  2.483  -0.311
H  1.119  1.877  0.917
H  -0.057  -0.217  2.204
H  0.805  -1.754  2.285
H  1.652  -0.300  1.773
H  0.066  -3.092  0.675
H  -0.201  -2.644  -0.910

=====

What did the second record say?
Density functional theory data (the ωB97M-V functional and the def2-TZVPD basis) for 2 unconnected molecules or ions with the total composition C29H33OSi.

The energy above the lowest of the compared OMol25 structures with the same formula, charge and spin comes out at 12.7 kcal per mole. The total energy is -40527.5239 eV. As for the total charge: +1. For the strongest force on any atom, the calculation gives 4.83 eV/Å. The calculation puts the frontier orbital gap at 0.18125 Eh.

Cartesian coordinates (Å):
C  0.598  2.372  -4.455
Si  0.155  1.511  -2.866
C  0.281  2.693  -1.431
C  -1.451  0.587  -3.024
O  1.338  0.322  -2.666
C  1.659  -0.515  -1.655
C  1.150  -0.457  -0.386
C  2.028  -0.932  0.712
C  3.466  -0.384  0.721
C  4.440  -1.074  -0.232
C  4.139  -0.885  -1.716
C  2.768  -1.448  -2.079
H  -0.247  2.995  -4.775
H  1.468  3.024  -4.319
H  0.828  1.664  -5.260
H  -0.611  3.333  -1.401
H  0.370  2.194  -0.457
H  1.168  3.328  -1.560
H  -2.289  1.241  -2.762
H  -1.594  0.243  -4.056
H  -1.491  -0.295  -2.374
H  0.150  -0.023  -0.170
H  1.586  -0.661  1.673
H  2.038  -2.038  0.700
H  3.423  0.690  0.507
H  3.849  -0.496  1.748
H  5.442  -0.684  -0.020
H  4.459  -2.151  -0.015
H  4.195  0.180  -1.984
H  4.898  -1.411  -2.307
H  2.637  -2.414  -1.584
H  2.699  -1.585  -3.163
C  -0.936  -0.369  1.150
C  -0.614  -1.443  2.110
C  -0.329  -2.739  1.636
C  0.032  -3.754  2.521
C  0.094  -3.494  3.896
C  -0.206  -2.217  4.379
C  -0.593  -1.208  3.498
C  -1.041  1.038  1.617
C  -2.116  1.665  0.930
C  -2.496  2.976  1.183
C  -1.775  3.699  2.136
C  -0.719  3.092  2.835
C  -0.337  1.763  2.580
C  -2.799  0.661  0.128
C  -2.140  -0.589  0.316
C  -2.726  -1.750  -0.182
C  -3.893  -1.637  -0.950
C  -4.514  -0.392  -1.155
C  -3.984  0.766  -0.583
H  -0.356  -2.927  0.560
H  0.249  -4.747  2.126
H  0.360  -4.295  4.586
H  -0.172  -2.006  5.449
H  -0.892  -0.236  3.887
H  -3.358  3.381  0.654
H  -2.057  4.726  2.357
H  -0.199  3.654  3.611
H  0.488  1.303  3.121
H  -2.291  -2.722  0.035
H  -4.338  -2.536  -1.376
H  -5.425  -0.330  -1.748
H  -4.466  1.742  -0.652

=====

Q: Which of these has the highest strongest force on any atom?
A: C6H12N4O

=====

Q: strongest force on any atom of number 2 (C29H33OSi)?
A: 4.83 eV/Å